Entry 1:
The following is a quantum chemistry calculation of a molecular structure, C24H37EuP3, from the OMol25 dataset.

Positions of all 65 atoms, in Å:
Eu -1.19183 0.01944 -0.16643
H 1.68924 0.54945 0.92857
H 1.61087 -0.16951 0.72838
P 0.05632 2.54501 -0.45663
P -0.05563 -2.55035 -0.44841
C -1.38328 -3.43404 0.45069
H -1.45448 -4.49404 0.17430
H -1.24149 -3.37011 1.54281
H -2.36264 -2.96971 0.23088
C -0.44694 -2.89770 -2.19814
H 0.30964 -2.43607 -2.84279
H -0.50091 -3.95720 -2.43707
H -1.40869 -2.43766 -2.45168
C 1.47062 -3.49669 -0.10404
H 1.72407 -3.41226 0.97055
H 1.40117 -4.56566 -0.36240
H 2.31195 -3.05457 -0.67268
C -0.48938 2.91017 -2.16203
H -0.47827 3.96750 -2.41705
H 0.15996 2.37999 -2.86794
H -1.50557 2.52921 -2.31330
C -1.09858 3.52288 0.57721
H -0.85828 3.43310 1.65305
H -1.11554 4.59157 0.31509
H -2.12586 3.13139 0.44485
C 1.67116 3.39061 -0.30273
H 2.40841 2.86968 -0.94439
H 1.65494 4.45599 -0.58532
H 2.03110 3.30874 0.74099
H 0.78359 -0.01615 -1.21199
H -2.05405 0.00896 -1.84696
C -1.04224 3.57919 5.64245
C 0.09584 3.44110 4.84103
C 0.22711 2.35087 3.97742
C -0.78137 1.36530 3.90787
C -1.92849 1.52073 4.70891
C -2.05142 2.61250 5.57228
P -0.44412 -0.08822 2.82680
C 0.94508 -0.87663 3.77808
C 2.22717 -1.12610 3.20690
C 3.30611 -1.51414 4.00505
C 3.14858 -1.69376 5.38012
C 1.89040 -1.44438 5.96197
C 0.82202 -1.03330 5.16667
C -2.03445 -1.00049 3.01406
C -2.11688 -2.18270 3.77535
C -3.33475 -2.85142 3.90472
C -4.47862 -2.37566 3.24889
C -4.39157 -1.22893 2.45517
C -3.18528 -0.53957 2.32342
H -1.13376 4.42211 6.33193
H 0.90316 4.17399 4.91015
H 1.13552 2.23000 3.38604
H -2.70960 0.76268 4.68545
H -2.93216 2.69468 6.21739
H 2.40940 -0.97067 2.15305
H 4.28452 -1.65340 3.53128
H 4.00077 -2.00953 5.99848
H 1.75755 -1.55018 7.03795
H -0.13849 -0.77280 5.64967
H -1.21995 -2.56591 4.26671
H -3.39623 -3.74864 4.52895
H -5.43214 -2.89442 3.36466
H -5.29144 -0.86106 1.93773
H -3.15740 0.37599 1.70878

LUMO (alpha / beta)	-3.68 / -2.55	eV
Kohn-Sham gap (alpha / beta)	6.73 / 7.98	eV
total charge	+1
2S+1	7

Entry 2:
The following is a quantum chemistry calculation of 2 unconnected molecules or ions with the total composition C24H37N3P, from the OMol25 dataset.

Positions of all 65 atoms, in Å:
C 2.00540 -2.59268 -2.30412
N 2.40415 -1.66926 -1.27471
C 3.59621 -2.02315 -0.53759
C 1.36254 -0.92655 -0.63771
C 1.73495 0.37840 0.03636
C 2.96983 0.99568 -0.17659
C 3.33938 2.07621 0.62958
C 2.47063 2.58888 1.59168
C 2.90638 3.73931 2.43372
C 1.20544 2.01950 1.73690
C 0.82853 0.91810 0.97260
H 2.74787 -3.39713 -2.37425
H 1.00181 -3.02670 -2.13634
H 1.97618 -2.09143 -3.28145
H 3.80661 -3.10040 -0.63423
H 4.48002 -1.51278 -0.96874
H 3.54276 -1.75213 0.53160
H 0.53381 -0.78599 -1.35443
H 3.64853 0.60930 -0.94064
H 4.33443 2.51777 0.51444
H 2.08324 4.08504 3.05748
H 3.74100 3.46627 3.08703
H 3.23674 4.56959 1.80557
H 0.53074 2.44532 2.48582
H -0.15331 0.45989 1.12073
C 0.36251 -5.98739 -1.36153
C -0.88183 -5.62412 -0.55739
C -1.84259 -4.88848 -1.49208
C -1.52147 -6.88275 0.02826
N -0.60352 -4.69608 0.56086
P -1.95682 -4.05211 1.37381
H 1.02037 -1.50695 0.20364
N -0.84079 -3.14144 2.30125
C -1.37168 -2.17197 3.28419
C -2.03781 -2.93873 4.42422
C -2.39518 -1.31486 2.54032
C -0.28654 -1.25261 3.83814
C 0.25581 -4.00308 2.59300
C 0.39654 -4.94341 1.54715
C 1.11639 -6.11619 1.74121
C 1.71255 -6.34785 2.99524
C 1.57229 -5.42141 4.03321
C 0.83611 -4.23484 3.83622
H 1.12748 -6.50301 -0.77978
H 0.04713 -6.67331 -2.16574
H 0.82951 -5.11367 -1.83174
H -2.76995 -4.56475 -0.99638
H -1.36072 -4.00028 -1.92489
H -2.11909 -5.55636 -2.32133
H -2.36265 -6.62016 0.68656
H -1.89320 -7.52475 -0.78057
H -0.77737 -7.44488 0.60433
H -1.28667 -3.45759 5.02896
H -2.57536 -2.23587 5.07411
H -2.75254 -3.67476 4.03343
H -1.91231 -0.72531 1.74771
H -3.19552 -1.91429 2.08114
H -2.86008 -0.61410 3.25005
H 0.20136 -0.66761 3.04978
H -0.76624 -0.54736 4.53701
H 0.49034 -1.78483 4.38950
H 1.17333 -6.88126 0.96816
H 2.25627 -7.28448 3.15549
H 1.99719 -5.62366 5.02040
H 0.67343 -3.56112 4.67667

relative energy (zero: lowest compared OMol25 entry of this formula, charge and spin)	1.298	eV
LUMO	-5.24	eV
Kohn-Sham gap	4.82	eV
total charge	+1

Entry 3:
The following is a quantum chemistry calculation of a molecular structure, C24H38As3HfI2N2O, from the OMol25 dataset.

Positions of all 71 atoms, in Å:
Hf 1.18621 0.10661 0.38544
I 4.60474 6.73998 1.17228
C 3.32898 5.13566 0.92496
C 1.99761 5.23524 1.31061
C 1.13286 4.15686 1.14690
I -0.84539 4.31720 1.75086
C 1.61790 2.99174 0.58544
O 0.74807 1.90181 0.43601
C 2.95209 2.85991 0.18228
C 3.51550 1.64164 -0.51941
N 3.43394 0.33812 0.28502
C 4.10728 0.45201 1.62246
C 3.19418 0.09721 2.76391
C 3.69147 -0.04558 4.04595
C 2.80886 -0.25466 5.09131
C 1.44159 -0.31074 4.83123
C 1.01703 -0.19591 3.53265
N 1.87562 -0.01666 2.49631
C 3.79848 3.94863 0.36750
H 1.62583 6.15369 1.74436
H 3.01266 1.44985 -1.47271
H 4.56440 1.82870 -0.74553
H 3.94740 -0.36268 -0.24813
H 5.00282 -0.16846 1.63150
H 4.42746 1.48835 1.75016
H 4.75650 0.02557 4.22429
H 3.17807 -0.36199 6.10322
H 0.72221 -0.44318 5.62687
H -0.03749 -0.22848 3.28803
H 4.83274 3.87983 0.05337
C 1.72231 0.01762 -3.75330
As 0.46121 0.19942 -2.29489
C -0.25572 1.97384 -2.60297
C -0.93509 -1.04171 -2.87907
C -2.06633 -1.45450 -1.91966
C -2.69520 -0.23023 -1.26650
C -1.54618 -2.45616 -0.87600
As -0.74923 -1.81291 0.79279
C -2.21378 -1.56068 2.02680
C 0.10005 -3.42647 1.45567
C -3.07883 -2.21518 -2.81309
As -4.92703 -2.82059 -2.33087
C -4.92667 -2.95653 -0.36780
C -5.88379 -1.11516 -2.44924
H 1.14764 0.10846 -4.67467
H 2.21501 -0.95181 -3.72818
H 2.46242 0.81492 -3.71961
H -0.78049 1.95270 -3.55746
H 0.57305 2.67879 -2.66055
H -0.93110 2.27370 -1.80644
H -0.41128 -1.92292 -3.25642
H -1.35581 -0.52634 -3.74624
H -1.96556 0.34237 -0.67002
H -3.51097 -0.50806 -0.60091
H -3.10222 0.45453 -2.01208
H -0.80679 -3.13245 -1.31238
H -2.36525 -3.07576 -0.50874
H -2.92233 -2.36320 1.82550
H -2.69721 -0.59649 1.88952
H -1.84147 -1.65581 3.04501
H -0.66829 -4.19916 1.48864
H 0.49316 -3.26513 2.45785
H 0.89930 -3.75301 0.79208
H -2.58408 -3.11564 -3.18927
H -3.28076 -1.60573 -3.69955
H -4.34599 -3.81426 -0.02560
H -5.96372 -3.14872 -0.09151
H -4.61516 -2.04330 0.14202
H -5.74639 -0.69266 -3.44430
H -5.59636 -0.38432 -1.69609
H -6.94465 -1.33175 -2.32964

LUMO	-10.09	eV
Kohn-Sham gap	4.87	eV
total charge	+3

Entry 4:
The following is a quantum chemistry calculation of a molecular structure, C24H38BN8Pt, from the OMol25 dataset.

Positions of all 72 atoms, in Å:
Pt -0.13427 1.06984 0.49290
C -1.66210 3.08533 -0.44312
C -1.03523 4.27615 0.28424
C -0.04072 5.01312 -0.61592
C -0.37022 3.84966 1.55800
C -0.00847 4.56943 2.69930
C 0.62601 3.65551 3.52267
N 0.64360 2.46351 2.91472
N 0.03291 2.59007 1.72666
B 1.18632 1.06329 3.33417
N 2.22926 0.63927 2.27189
C 3.50397 0.26621 2.44710
C 4.07415 0.04576 1.20989
C 3.05957 0.32233 0.28471
N 1.96051 0.67665 0.94650
C 3.09956 0.31969 -1.21626
C 3.06018 1.75308 -1.75251
C 4.31923 -0.42958 -1.74180
N -0.01265 0.09349 3.36815
C -0.47028 -0.64309 4.39289
C -1.60055 -1.31559 3.98021
C -1.78490 -0.92778 2.64443
N -0.82381 -0.07822 2.29949
C -2.83020 -1.36350 1.66323
C -2.52841 -2.77998 1.16348
C -4.23120 -1.28820 2.26684
H -2.15696 3.39456 -1.36422
H -2.39905 2.56795 0.16927
H -0.84409 2.40341 -0.83439
H -1.84378 4.96170 0.55094
H 0.77989 4.34984 -0.89947
H 0.38640 5.87452 -0.10422
H -0.53133 5.36293 -1.52460
H -0.19032 5.61113 2.89723
H 1.05951 3.77112 4.50159
H 1.69906 1.11930 4.41163
H 3.91732 0.18588 3.43846
H 5.08463 -0.25997 1.00509
H 2.19718 -0.19547 -1.56133
H 3.94509 2.30342 -1.42736
H 2.17882 2.28406 -1.39002
H 3.03988 1.75500 -2.84317
H 5.24118 0.07164 -1.44171
H 4.30390 -0.45973 -2.83159
H 4.35509 -1.45445 -1.36943
H 0.03706 -0.63223 5.34307
H -2.21057 -1.98377 4.56262
H -2.77455 -0.67051 0.81614
H -2.58244 -3.49056 1.99019
H -1.52517 -2.84582 0.73756
H -3.25757 -3.08837 0.41122
H -4.33424 -1.99167 3.09497
H -4.98293 -1.54559 1.51984
H -4.44954 -0.28909 2.64400
N -0.33702 -0.46498 -0.77953
C -0.47113 -1.37529 -1.47535
N -0.61409 -2.40646 -2.24926
C -1.93445 -3.02088 -2.47985
C -2.18288 -3.15320 -3.97429
C -1.02748 -3.88522 -4.65414
C 0.30027 -3.17936 -4.38637
C 0.54915 -3.04524 -2.89241
H -2.68667 -2.40503 -1.99054
H -1.93483 -4.00418 -1.99987
H -2.29868 -2.15633 -4.40838
H -3.12224 -3.68590 -4.12771
H -1.20589 -3.95127 -5.72713
H -0.97611 -4.91261 -4.27896
H 0.29120 -2.18419 -4.83941
H 1.12867 -3.73215 -4.83134
H 1.43144 -2.44440 -2.67569
H 0.68598 -4.02900 -2.43394

relative energy (zero: lowest compared OMol25 entry of this formula, charge and spin)	0.211	eV
LUMO (alpha / beta)	-3.03 / -3.03	eV
Kohn-Sham gap (alpha / beta)	8.03 / 8.03	eV
total charge	+1